# C44H32NO4PdS2

C44H32NO4PdS2 as an isolated structure (ωB97M-V/def2-TZVPD, the Open Molecules 2025 dataset).

Geometry (Å):
Pd: 0.43356 0.69338 -0.11337
O: -2.48108 -1.64923 1.38198
C: -1.77651 -0.75536 0.98673
O: -0.70821 -0.92186 0.24077
C: -2.09640 0.68942 1.30909
C: -3.07397 0.99857 2.26801
C: -3.37061 2.30838 2.49011
C: -2.72741 3.31450 1.73363
C: -3.03345 4.68796 1.88537
C: -2.39143 5.62672 1.13324
C: -1.41399 5.23134 0.19296
C: -1.10367 3.91419 0.02267
C: -1.75129 2.92608 0.79119
N: -1.44806 1.60156 0.61642
H: -3.54924 0.18380 2.79398
H: -4.10328 2.59496 3.23445
H: -3.79243 4.97574 2.60167
H: -2.63370 6.67442 1.24664
H: -0.90591 5.98192 -0.39809
H: -0.37261 3.61424 -0.71105
C: 0.10320 5.46342 -5.97146
C: 0.56819 4.65160 -4.79724
C: 1.41503 5.22195 -3.84409
C: 1.84245 4.50868 -2.73904
C: 1.42072 3.19113 -2.60726
C: 0.56746 2.59902 -3.52545
C: 0.14975 3.33529 -4.62293
S: 1.89077 2.29515 -1.16553
O: 2.25484 3.28321 -0.12374
C: 3.40964 1.47083 -1.55769
C: 4.32090 2.11925 -2.42218
C: 5.59872 1.66320 -2.51332
C: 6.04116 0.59218 -1.70022
C: 7.39024 0.15895 -1.73139
C: 7.80943 -0.86251 -0.93336
C: 6.90035 -1.49623 -0.05646
C: 5.59114 -1.11760 -0.02354
C: 5.11962 -0.06596 -0.85514
C: 3.74245 0.33960 -0.84562
C: 2.79697 -0.66535 -0.23480
C: 2.71108 -1.91852 -0.95409
C: 3.19706 -2.05739 -2.27892
C: 3.13233 -3.25977 -2.92436
C: 2.57976 -4.38779 -2.28581
C: 2.08538 -4.27813 -1.01870
C: 2.13624 -3.04570 -0.32780
C: 1.62060 -2.93721 0.99117
C: 1.61647 -1.74652 1.63594
C: 2.20619 -0.61530 1.01647
S: 2.00833 0.91535 1.95310
O: 0.85376 0.73614 2.86456
C: 3.47538 0.79327 2.96947
C: 3.32395 0.30832 4.25699
C: 4.45957 0.19992 5.04599
C: 5.71104 0.59325 4.57974
C: 6.91820 0.51877 5.47055
C: 5.81511 1.09957 3.28501
C: 4.69928 1.21737 2.47454
H: 0.94547 5.94393 -6.46929
H: -0.57545 6.25265 -5.64392
H: -0.42140 4.84856 -6.69985
H: 1.73751 6.24851 -3.96934
H: 2.46878 4.95609 -1.97884
H: 0.22679 1.57889 -3.38764
H: -0.51650 2.88389 -5.34663
H: 3.99884 2.97185 -3.00332
H: 6.29648 2.12848 -3.19800
H: 8.08117 0.66107 -2.39661
H: 8.84009 -1.18940 -0.96447
H: 7.24824 -2.28567 0.59623
H: 4.90899 -1.60742 0.65925
H: 3.61290 -1.20206 -2.79348
H: 3.50678 -3.34686 -3.93549
H: 2.54104 -5.33541 -2.80567
H: 1.63973 -5.13067 -0.52236
H: 1.18214 -3.81138 1.45528
H: 1.14124 -1.62487 2.59966
H: 2.34835 0.02305 4.62427
H: 4.36628 -0.19297 6.05106
H: 6.80838 -0.26108 6.22241
H: 7.06047 1.46582 5.99474
H: 7.82312 0.32202 4.89715
H: 6.78081 1.41765 2.91148
H: 4.78112 1.63285 1.47774

The HOMO energy (spin up / spin down) comes out at -10.8 / -11.1 eV. The total energy is -80970.79718 eV. Its net charge is +1. The value obtained for the maximum force is 0.784 eV/A. The expectation value of S² is 2.01. As for the spin multiplicity: 3.

These are the Löwdin partial charges, in e, on atoms 1 to 2: 0.928 0.124